Entry from OMol25: a structure of composition C22H21Cl5FMnN3O5P (ωB97M-V with the def2-TZVPD basis set).

Atoms and positions in Å:
Mn -0.199 -0.325 0.074
C 5.075 1.411 5.235
C 3.986 0.527 5.823
C 3.417 1.140 7.093
C 2.374 0.219 7.700
C 1.301 -0.076 6.692
C 0.018 -0.369 7.091
C -0.969 -0.641 6.148
F -2.204 -0.918 6.587
C -0.712 -0.627 4.810
C 0.587 -0.326 4.379
C 0.857 -0.315 2.945
O -0.084 -0.568 2.151
C 2.190 0.005 2.571
C 3.112 0.286 3.547
N 2.876 0.276 4.857
C 1.594 -0.044 5.313
C 2.678 0.080 1.153
O 3.805 0.507 0.916
O 1.867 -0.326 0.235
H 5.760 1.683 6.037
H 4.655 2.330 4.822
H 5.666 0.915 4.466
H 4.408 -0.452 6.069
H 2.983 2.116 6.859
H 4.237 1.304 7.792
H 1.932 0.656 8.596
H 2.852 -0.716 8.008
H -0.240 -0.388 8.143
H -1.482 -0.838 4.082
H 4.110 0.538 3.221
Cl -2.520 -1.388 -0.149
C -2.858 0.361 -0.150
C -1.744 1.184 -0.126
C -2.043 2.531 -0.092
Cl -0.703 3.669 0.006
C -3.338 3.044 -0.101
Cl -3.628 4.737 -0.073
C -4.414 2.155 -0.129
Cl -6.023 2.746 -0.133
C -4.180 0.780 -0.146
Cl -5.480 -0.336 -0.156
N 0.737 2.405 -2.572
C 2.003 1.631 -2.305
P 1.575 -0.070 -2.848
O 1.477 -0.070 -4.324
O 0.381 -0.514 -2.034
C 2.944 -1.194 -2.347
N 2.330 -2.548 -2.609
H 0.889 3.410 -2.565
H 0.028 2.212 -1.863
H 0.355 2.140 -3.486
H 2.258 1.699 -1.250
H 2.792 2.046 -2.928
H 3.160 -1.105 -1.284
H 3.832 -1.091 -2.964
H 1.401 -2.558 -2.170
H 2.889 -3.316 -2.249
H 2.186 -2.674 -3.613

Values from the calculation:
orbital gap (spin up / spin down) = 8.0 / 8.1 eV
<S²> = 8.7546
electronic energy = -5284.568755 Ha
highest occupied orbital energy (spin up / spin down) = -10.7210 / -10.8793 eV
charge = +1
2S+1 = 6

Entry from OMol25: an isolated molecule of C4H7NO (ωB97M-V with the def2-TZVPD basis set).

Atoms and positions in Å:
C -1.390 -0.698 0.321
C -0.323 -0.071 -0.569
C 0.298 1.204 0.045
O 1.597 0.773 0.493
C 1.763 -0.456 -0.047
N 0.816 -0.998 -0.685
H -1.674 -1.683 -0.060
H -2.285 -0.068 0.373
H -0.996 -0.827 1.336
H -0.733 0.123 -1.566
H -0.254 1.585 0.909
H 0.441 2.011 -0.681
H 2.740 -0.897 0.129

Values from the calculation:
orbital gap = 10.6 eV
electronic energy = -286.594644 Ha
highest occupied orbital energy = -9.6210 eV
charge = 0
SMILES = C[C@H]1COC=N1

Energy above the lowest of the compared OMol25 structures with the same formula, charge and spin (computed, kJ/mol): 58.1; 97.2